Below is a 4-piece molecular cluster, C47H96BN6O12 overall, with properties calculated with ωB97M-V with the def2-TZVPD basis set.

CARTESIAN COORDINATES (ANGSTROEM)
C: 0.519 5.040 -5.929
O: -0.021 3.728 -5.553
B: -1.372 4.023 -5.062
O: -2.450 3.836 -5.999
C: -1.563 4.579 -3.521
C: -3.167 4.549 -3.252
C: -3.498 4.556 -1.672
C: -3.918 3.130 -1.080
O: -2.923 2.508 -0.222
C: -2.664 3.256 0.944
C: -3.682 4.224 1.690
O: -1.526 3.110 1.476
O: -0.999 3.701 -2.518
C: 0.429 3.839 -2.378
C: 0.989 2.329 -2.147
O: -0.114 1.635 -1.488
C: 0.321 0.398 -0.905
O: 0.434 -0.695 -1.833
C: -0.464 -0.542 -2.952
C: -2.031 -0.570 -2.549
O: -2.637 0.617 -3.170
C: 0.728 4.673 -1.030
N: 0.341 6.113 -1.334
N: 2.179 4.713 -0.656
C: 2.443 3.922 0.604
C: 2.790 5.010 1.757
C: 1.435 5.251 2.591
C: 1.793 5.306 4.164
N: 2.415 3.972 4.521
C: 1.345 2.917 4.652
C: 3.152 4.137 5.802
C: 2.439 4.831 7.051
O: 4.335 3.724 5.937
H: -0.240 5.518 -6.658
H: 1.520 4.957 -6.474
H: 0.624 5.694 -4.999
H: -2.583 4.674 -6.488
H: -1.177 5.657 -3.447
H: -3.731 5.334 -3.850
H: -3.514 3.529 -3.666
H: -4.426 5.237 -1.560
H: -2.662 5.061 -1.087
H: -4.098 2.393 -1.948
H: -4.925 3.161 -0.516
H: -3.227 5.257 1.895
H: -3.890 3.767 2.727
H: -4.673 4.388 1.160
H: 0.950 4.378 -3.235
H: 1.957 2.299 -1.551
H: 1.193 1.908 -3.202
H: -0.464 0.128 -0.104
H: 1.309 0.531 -0.328
H: -0.306 -1.476 -3.613
H: -0.204 0.345 -3.641
H: -2.593 -1.462 -2.976
H: -2.193 -0.537 -1.411
H: -2.007 1.371 -3.112
H: 0.048 4.346 -0.178
H: 0.998 6.386 -2.092
H: 0.680 6.625 -0.499
H: 2.768 4.323 -1.414
H: 1.570 3.241 0.892
H: 3.360 3.235 0.509
H: 3.046 5.996 1.219
H: 3.690 4.718 2.388
H: 0.673 4.415 2.452
H: 0.925 6.222 2.250
H: 0.858 5.510 4.787
H: 2.606 6.098 4.292
H: 1.643 2.021 4.012
H: 0.349 3.373 4.344
H: 1.286 2.627 5.761
H: 2.388 4.039 7.881
H: 1.363 5.163 6.862
H: 3.076 5.727 7.354
C: -0.988 -5.999 -0.624
C: -1.715 -5.492 -1.896
C: -2.761 -6.532 -2.360
C: -2.161 -7.742 -3.067
C: -1.224 -7.309 -4.186
C: -0.133 -6.330 -3.707
N: -0.700 -5.176 -2.947
O: -1.279 -4.338 -3.844
C: 0.892 -7.094 -2.837
C: 0.698 -5.874 -4.932
C: -2.485 -4.237 -1.414
H: 0.003 -5.547 -0.523
H: -1.536 -5.739 0.286
H: -0.879 -7.085 -0.599
H: -3.472 -6.058 -3.046
H: -3.349 -6.876 -1.502
H: -1.637 -8.384 -2.351
H: -2.968 -8.353 -3.485
H: -0.762 -8.198 -4.631
H: -1.819 -6.848 -4.982
H: 1.633 -6.409 -2.413
H: 1.437 -7.828 -3.437
H: 0.449 -7.661 -2.020
H: 0.086 -5.413 -5.710
H: 1.199 -6.726 -5.400
H: 1.473 -5.160 -4.637
H: -1.798 -3.451 -1.086
H: -3.137 -4.482 -0.570
H: -3.139 -3.823 -2.186
C: -7.909 -6.012 -6.344
C: -6.372 -6.219 -6.377
C: -5.891 -6.390 -7.835
C: -6.186 -7.764 -8.429
C: -5.689 -8.872 -7.509
C: -6.231 -8.742 -6.071
N: -6.015 -7.378 -5.503
O: -4.701 -7.268 -5.186
C: -7.736 -9.098 -6.059
C: -5.589 -9.850 -5.197
C: -5.801 -4.876 -5.850
H: -8.333 -6.318 -5.383
H: -8.179 -4.960 -6.475
H: -8.429 -6.548 -7.140
H: -4.808 -6.225 -7.887
H: -6.347 -5.623 -8.470
H: -7.257 -7.876 -8.623
H: -5.692 -7.852 -9.402
H: -5.972 -9.843 -7.931
H: -4.593 -8.855 -7.500
H: -8.168 -8.935 -5.067
H: -7.886 -10.153 -6.308
H: -8.331 -8.543 -6.782
H: -4.497 -9.809 -5.200
H: -5.861 -10.842 -5.567
H: -5.933 -9.780 -4.161
H: -6.093 -4.701 -4.811
H: -6.174 -4.038 -6.447
H: -4.711 -4.830 -5.915
C: 6.845 2.624 9.795
C: 6.656 4.159 9.677
C: 7.260 4.667 8.348
C: 8.783 4.757 8.354
C: 9.277 5.539 9.565
C: 8.733 4.984 10.896
N: 7.249 4.820 10.880
O: 6.697 6.055 10.988
C: 9.419 3.633 11.205
C: 9.208 5.904 12.049
C: 5.119 4.342 9.591
H: 6.844 2.301 10.840
H: 6.034 2.078 9.306
H: 7.762 2.270 9.323
H: 6.863 5.663 8.121
H: 6.945 4.019 7.524
H: 9.226 3.757 8.334
H: 9.119 5.255 7.438
H: 10.373 5.531 9.574
H: 8.984 6.589 9.448
H: 8.994 3.174 12.102
H: 10.488 3.776 11.391
H: 9.362 2.909 10.394
H: 8.901 6.943 11.914
H: 10.300 5.913 12.114
H: 8.825 5.555 13.013
H: 4.627 4.015 10.512
H: 4.705 3.754 8.766
H: 4.831 5.378 9.395

Computed properties:
spin multiplicity = 4
Kohn-Sham gap (spin up / spin down) = 0.3294 / 0.3160 Eh
E_HOMO (spin up / spin down) = -8.6 / -8.8 eV
max |F| = 4.63 eV/A
E_tot = -3104.30250 Eh